14
Properties=species:S:1:pos:R:3:forces:R:3 method="wB97M-V/def2-TZVPD" e_above_lowest_kcal_mol=57.1 total_charge=0 e_homo_ev=-7.52 lumo_ev=0.50 max_force_ev_per_a=4.70 gap_ev=8.02
C 1.047138 0.440613 0.588362 -0.46 -0.32 -0.15
C 0.344206 1.473669 -0.135077 0.27 2.49 -1.37
C 0.827149 -0.846054 0.261021 -0.26 4.03 -1.29
C -0.880573 1.422225 -0.628342 -0.06 -3.38 2.05
N -1.947075 -0.258598 1.235963 0.81 0.86 2.03
N -0.047243 -1.189017 -0.807826 -0.22 -1.05 -0.55
P -1.873918 -0.107882 -0.276398 -1.36 0.43 -2.71
H 1.767615 0.861363 1.295409 -0.04 -1.02 -0.03
H 0.908102 2.393509 -0.415876 0.06 -0.74 0.44
H 1.425078 -1.564855 0.568078 2.57 -3.40 1.98
H -1.365886 1.958301 -1.355702 -0.57 2.18 -1.33
H -2.549076 -0.923254 1.659809 -0.57 -0.68 0.01
H 0.422945 -1.349043 -1.720041 -0.22 0.70 0.68
H -0.489051 -2.086377 -0.632095 0.05 -0.10 0.23

=====

63
Properties=species:S:1:pos:R:3:forces:R:3 method="wB97M-V/def2-TZVPD" e_above_lowest_kcal_mol=94.4 total_charge=0 e_homo_ev=-8.79 lumo_ev=0.73 max_force_ev_per_a=1.21 gap_ev=9.52
C 7.474803 2.128524 -5.286284 0.07 -0.06 -0.06
C 6.238152 1.403545 -5.664866 -0.53 -0.26 -0.10
C 4.900396 1.718715 -5.304091 -0.31 -0.55 -0.40
C 4.158464 0.749927 -5.912147 0.35 0.65 0.34
C 2.696600 0.452747 -5.892463 0.00 0.08 0.07
N 2.358064 -0.401478 -4.765069 -0.05 0.04 -0.25
C 2.665795 -1.802069 -4.924402 0.06 -0.33 -0.02
C 1.989815 0.194480 -3.603014 -0.08 -0.15 -0.03
O 1.937927 1.405896 -3.488853 0.09 0.30 0.14
C 1.605327 -0.711840 -2.478646 -0.14 0.04 0.24
C 2.263454 -0.600762 -1.260076 -0.06 0.03 -0.20
C 1.880697 -1.378619 -0.183970 -0.11 -0.17 0.11
C 0.811098 -2.260659 -0.303714 0.04 0.03 -0.10
O 0.461787 -3.083555 0.744240 0.31 0.00 -0.39
C -0.485187 -2.587442 1.684914 -0.39 0.34 0.26
C -1.844957 -2.269563 1.062810 0.13 -0.22 0.20
C -2.818346 -1.826810 2.150913 0.01 0.01 -0.23
N -2.313503 -0.645861 2.825390 -0.08 -0.09 0.04
C -3.287004 -0.067342 3.733606 0.12 0.20 -0.09
C -2.979038 1.406002 4.037688 -0.17 -0.28 0.02
C -4.135792 2.031209 4.761707 0.13 0.07 0.05
C -4.204871 1.996080 6.148503 0.00 0.00 -0.02
C -5.288502 2.538537 6.816298 -0.04 -0.01 0.10
C -6.321072 3.123208 6.103638 -0.08 0.04 0.06
C -6.263428 3.161405 4.720860 -0.10 0.03 -0.04
C -5.179216 2.617151 4.056145 0.03 -0.02 0.01
C -1.050936 -0.942760 3.475134 0.19 0.14 -0.13
C -0.005568 -1.348986 2.441436 -0.04 -0.30 0.05
C 0.145065 -2.365311 -1.521611 -0.01 -0.11 0.21
C 0.541086 -1.598856 -2.600685 0.16 0.15 0.04
O 4.981449 -0.083554 -6.577093 -0.87 -0.01 0.03
N 6.261278 0.335186 -6.417350 1.20 0.17 0.01
H 7.433087 3.152640 -5.653452 0.06 0.05 0.00
H 7.571375 2.160609 -4.202377 0.06 0.02 0.04
H 8.337987 1.626529 -5.712808 0.10 0.02 0.01
H 4.548231 2.522554 -4.693834 -0.15 0.18 0.15
H 2.404540 -0.051436 -6.816842 -0.02 0.07 0.04
H 2.144100 1.387426 -5.772288 0.10 -0.16 -0.14
H 3.657677 -1.911816 -5.368703 -0.03 -0.04 0.05
H 2.655623 -2.304605 -3.960463 0.03 -0.01 -0.11
H 1.937176 -2.280707 -5.585022 0.03 -0.06 0.02
H 3.081721 0.097097 -1.163999 0.07 0.08 0.02
H 2.409998 -1.311858 0.753917 0.03 -0.02 0.10
H -0.591290 -3.424628 2.386140 -0.04 0.15 -0.04
H -2.239251 -3.148405 0.549946 0.01 -0.02 -0.04
H -1.728239 -1.460641 0.339219 -0.05 0.00 -0.03
H -2.980670 -2.661422 2.859359 -0.05 0.03 -0.01
H -3.779771 -1.578701 1.694435 0.02 -0.06 0.08
H -3.358017 -0.633873 4.679179 -0.06 0.00 -0.04
H -4.265327 -0.112941 3.247759 0.02 -0.03 0.06
H -2.799957 1.915643 3.090268 0.05 0.00 0.00
H -2.078959 1.483966 4.648514 0.04 0.05 -0.04
H -3.399626 1.543263 6.710027 0.10 -0.04 0.05
H -5.326733 2.506334 7.895590 0.00 0.00 0.08
H -7.166478 3.549010 6.623740 -0.06 0.04 0.04
H -7.065460 3.617933 4.159022 -0.06 0.04 -0.04
H -5.136579 2.650384 2.976684 0.01 0.01 -0.13
H -1.165989 -1.752188 4.221926 -0.02 0.07 0.02
H -0.706666 -0.048089 3.995567 0.01 -0.08 0.06
H 0.944404 -1.555254 2.937319 0.05 0.00 -0.02
H 0.133051 -0.527084 1.736863 0.03 0.03 0.03
H -0.676844 -3.058463 -1.614926 -0.08 -0.07 0.03
H 0.013055 -1.678428 -3.539708 -0.04 -0.04 -0.11

=====

127
Properties=species:S:1:pos:R:3:forces:R:3 method="wB97M-V/def2-TZVPD" total_charge=+5 e_homo_ev=-10.57 lumo_ev=-9.09 max_force_ev_per_a=14.27 gap_ev=1.48
C 10.931637 16.558491 17.451367 0.77 -0.13 1.91
C 11.893400 16.479945 18.624656 1.65 -1.92 -2.84
C 13.305867 15.994487 18.366403 -2.08 0.06 -0.93
C 14.092298 15.594012 19.582881 -1.31 1.52 -0.10
C 15.081677 14.526215 19.340012 1.37 1.39 1.65
C 15.632658 13.910481 20.553329 0.77 -2.38 -1.52
N 21.878963 19.737578 20.683232 6.61 -4.82 -1.87
O 22.859271 19.031061 20.408033 -6.67 4.79 1.87
C 16.093229 12.519989 20.401569 0.07 -0.18 1.76
C 15.784616 14.540871 21.824996 -0.30 2.42 -0.37
C 11.499077 16.863108 19.909046 -1.95 1.40 1.60
H 10.506960 15.543260 17.403429 -0.11 0.20 -0.46
H 11.444479 16.836189 16.529543 -0.24 -0.10 -0.01
H 10.144729 17.250973 17.754916 -0.11 -0.03 -0.54
H 13.674032 16.861650 17.863446 1.14 1.09 -0.42
H 13.323980 15.296457 17.512464 -0.20 -0.32 0.41
H 13.316583 15.316586 20.287759 0.36 -0.30 0.60
H 14.593895 16.521307 19.873243 -0.14 -0.27 0.76
H 15.959583 15.139814 19.054966 0.28 -0.49 -0.99
H 14.754408 13.873008 18.575428 0.14 -1.01 -0.72
H 16.173624 12.104354 19.415781 0.04 0.04 -0.46
H 15.186428 12.124591 20.893455 0.03 -1.00 -0.10
H 16.932196 12.191901 21.077205 -0.70 0.52 -0.73
H 14.817451 15.046975 22.028416 0.43 -0.31 0.74
H 16.385855 15.444825 21.508619 0.04 -0.31 0.83
H 16.267443 14.009313 22.657308 -0.44 0.12 -0.52
H 11.289580 17.957435 19.804449 -0.33 -0.34 0.47
H 12.204082 16.753886 20.702660 0.50 -0.07 0.35
H 10.545128 16.375738 20.241541 0.39 0.53 -0.29
C 27.203131 8.874479 22.848631 1.14 -1.23 -1.10
C 27.552517 8.011013 24.083298 -0.66 -0.94 -0.95
N 28.549349 6.907008 23.785946 0.36 -1.28 0.25
C 29.762757 6.662708 24.439886 -0.30 -1.11 -0.95
C 30.220974 5.423080 23.995196 -0.17 1.22 0.15
N 29.262649 4.923782 23.095364 2.43 0.57 1.16
C 28.298233 5.807725 23.025783 -0.19 1.53 0.44
C 29.383591 3.615600 22.410937 -0.77 1.27 -1.43
H 26.547364 9.672859 23.105775 -0.55 0.51 0.33
H 26.717674 8.240870 22.080797 -0.15 0.23 0.55
H 28.045788 9.294095 22.260977 -0.06 -0.12 0.94
H 26.625287 7.472394 24.376234 0.59 0.42 0.02
H 27.893311 8.555198 24.954281 0.34 0.11 -0.07
H 30.149447 7.382692 25.151408 0.12 -0.29 -0.22
H 31.186667 4.922247 24.168729 -0.89 0.27 -0.02
H 27.427355 5.695540 22.448128 -0.86 -0.14 -0.60
H 30.396624 3.317829 22.104770 -0.19 0.29 1.01
H 28.883903 3.747340 21.443907 -0.17 -0.18 0.24
H 28.809180 2.957508 23.013695 0.06 -1.17 0.31
C 12.060687 13.796563 7.712816 -2.76 0.27 0.60
C 11.718143 14.055836 6.263298 1.56 -0.59 -0.61
N 12.293830 13.021866 5.338021 0.34 -0.14 -0.74
C 13.296507 13.192841 4.386458 -0.20 -0.37 0.34
C 13.507423 12.031082 3.746328 -1.59 -1.73 0.78
N 12.575189 11.103348 4.330238 1.40 1.25 -1.14
C 11.888279 11.747257 5.238764 -0.45 0.35 0.96
C 12.341081 9.739001 3.854460 0.04 -0.45 1.14
H 11.550721 12.860826 7.993741 0.75 -0.12 0.00
H 11.308022 14.497091 8.155375 1.16 -0.06 0.45
H 13.053045 13.880615 8.153511 -0.08 0.16 -0.56
H 12.013679 15.042041 5.905042 0.27 -0.20 -0.07
H 10.661519 14.000785 6.133924 -0.80 -0.07 -0.02
H 13.824069 14.088317 4.215179 0.18 0.99 0.11
H 14.134458 11.702468 2.932239 0.05 0.27 0.13
H 11.123977 11.274802 5.850223 0.11 0.30 -0.17
H 12.685858 9.003461 4.616445 -0.37 0.57 -0.35
H 13.032365 9.617549 3.024196 -0.74 -0.23 -0.45
H 11.243429 9.626955 3.704339 1.06 -0.19 -0.52
C 10.010944 4.478794 22.667839 1.59 -0.46 0.29
C 9.000951 5.570592 22.429219 -0.66 0.49 1.60
N 7.935725 5.284752 21.339651 1.34 -1.66 -4.90
C 6.923797 4.154403 21.742806 2.34 2.21 1.91
C 7.276123 6.603561 20.927465 1.89 -0.20 1.20
C 6.571635 7.007750 22.169514 -1.39 3.38 1.92
C 8.576990 4.675693 19.996606 0.17 -0.98 -1.23
C 9.684956 5.380565 19.194047 -2.30 0.41 1.45
O 9.025787 6.232696 18.304216 -0.39 0.33 2.50
C 9.568908 6.372480 17.188312 -0.63 2.88 -4.96
H 10.731448 4.271369 21.868215 -0.26 0.43 -0.28
H 9.557510 3.482101 22.845691 0.24 0.74 0.53
H 10.708413 4.831729 23.512680 -1.41 -0.80 -0.89
H 9.501429 6.614039 22.347494 -1.09 -1.77 -0.56
H 8.399788 5.614871 23.389565 0.65 0.05 -1.20
H 6.488659 4.753179 22.542434 -0.27 -1.58 0.71
H 7.682834 3.400949 22.010987 -1.38 -0.25 0.26
H 6.126867 3.870578 21.082799 0.28 0.10 -1.03
H 6.657043 6.518539 20.028921 0.23 -0.27 0.27
H 8.184388 7.266093 20.774272 -1.37 -0.50 -0.29
H 5.731136 6.354335 22.506341 0.56 0.74 -0.56
H 6.141386 8.072998 22.005746 0.43 -1.81 0.29
H 7.265263 7.158496 23.077155 -1.08 -0.26 -1.60
H 7.776478 4.311550 19.211849 0.86 1.52 1.83
H 9.106369 3.718665 20.026545 -0.48 -0.32 1.97
H 10.061293 4.676444 18.540416 1.31 -2.15 -0.75
H 10.491601 5.887723 19.677709 0.43 0.39 0.75
H 8.823672 7.072738 16.682597 1.90 -0.92 -0.55
H 24.981333 11.364068 14.930588 0.20 0.43 -0.41
H 10.528140 5.997721 16.710015 -1.18 0.09 1.29
C 24.435355 10.913829 8.435107 -0.97 -0.47 -3.27
C 25.885314 10.951620 8.138214 2.70 1.77 0.74
N 27.090888 11.452868 9.155962 -4.52 3.17 0.26
C 27.118267 10.572633 10.299159 0.27 -1.21 1.38
C 28.368110 11.750986 8.531791 -0.59 3.71 -0.49
C 29.155029 10.768870 7.914713 1.44 -3.89 -2.57
C 26.456317 12.932791 9.387131 1.09 -1.17 3.62
C 27.354089 13.606530 10.562659 -0.10 2.26 -1.59
O 26.319637 13.854146 11.821088 1.02 -9.71 -10.41
C 26.270671 14.678602 12.604274 3.86 8.08 8.39
H 23.896606 10.042873 8.742150 0.34 -0.68 0.82
H 24.191296 10.935848 7.236929 -0.27 0.05 2.80
H 24.020855 11.805710 8.866014 -0.24 0.34 0.01
H 25.872968 11.888927 7.517578 1.27 -1.97 -0.80
H 26.482622 10.055638 8.101505 -1.10 -0.97 -2.46
H 27.418410 11.133360 11.158955 0.16 0.28 0.72
H 27.907527 9.802800 10.183467 -0.66 0.27 -0.22
H 26.141963 10.091617 10.565295 0.76 0.54 -0.65
H 28.986822 12.262139 9.277297 -0.23 0.11 -0.03
H 28.197135 12.461920 7.685981 -0.42 0.05 1.01
H 30.027109 11.307294 7.426692 -0.91 -1.01 0.62
H 28.535462 10.250930 7.079691 1.38 0.56 1.26
H 29.493663 10.034678 8.664948 0.30 -0.05 -0.75
H 25.383355 12.753708 9.783428 2.01 0.68 -0.76
H 26.561363 13.344477 8.378877 -0.28 0.52 0.72
H 27.999368 14.579431 10.375770 -2.35 -1.19 0.11
H 28.216373 12.986353 10.704684 -0.28 -0.98 1.56
H 15.061163 5.908986 17.036099 -0.43 0.09 0.08
H 25.312599 15.085125 12.776449 -0.96 0.84 1.06
H 27.331301 15.062998 13.072002 -2.85 -0.35 -0.71

=====

23
Properties=species:S:1:pos:R:3:forces:R:3 method="wB97M-V/def2-TZVPD" e_above_lowest_kcal_mol=29.7 total_charge=0 e_homo_ev=-8.70 lumo_ev=0.70 max_force_ev_per_a=2.65 gap_ev=9.41
C -0.858896 0.955690 -0.984642 0.10 1.80 1.49
C 0.020411 0.024548 -1.313323 -0.56 -1.76 -1.90
N -0.357884 -1.173845 -1.963187 -0.30 0.45 0.69
C 1.511062 0.061742 -1.174102 1.21 1.02 0.94
C 2.001546 0.757822 0.112770 -0.20 -0.19 0.40
C 1.847773 -0.126900 1.333229 0.26 -1.65 0.31
H -0.537587 1.758964 -0.325736 0.36 0.00 -0.24
H -1.897839 1.136017 -1.219188 -0.14 -1.04 -0.44
H 0.335703 -1.550259 -2.568005 0.13 -0.42 -0.40
H -1.323473 -1.399372 -2.171807 0.35 0.45 -0.11
H 2.063066 0.559126 -1.981860 -0.87 0.26 -0.35
H 1.950569 -0.935351 -1.225334 -0.34 -0.26 0.36
H 1.469717 1.689664 0.310784 -0.04 0.07 -0.35
H 3.050885 1.035247 0.005852 0.04 -0.09 -0.09
H 0.832897 -0.386017 1.646654 -0.19 0.62 -0.18
H 2.398121 0.187908 2.214984 -0.06 0.47 0.05
H 2.255629 -1.132955 1.131198 0.16 0.27 -0.17
O -2.009465 -1.381619 1.198357 0.42 -0.48 -0.89
H -1.399417 -1.102079 0.480124 -0.41 -0.02 0.62
H -2.194556 -2.310279 0.970014 0.04 0.51 0.26
O -3.144422 1.438179 1.919937 0.08 1.51 -0.83
H -2.726124 1.172539 1.081824 -0.31 -0.55 1.00
H -3.287716 0.721231 2.521457 0.27 -0.96 -0.18